[1]
# C16H54NO10PSi

A cluster of 9 separate species, C16H54NO10PSi in total (ωB97M-V/def2-TZVPD, OMol25).

Last columns: bonded neighbours and bond lengths (Å).
Geometry (Å):
1 N 0.49370 5.18736 3.90070  P66 1.582, H73 1.011
2 O -0.78422 1.72565 3.98279  C59 1.427, H65 0.962
3 H -2.67591 1.62613 3.17040  C59 1.095
4 H -0.49540 -6.31152 -0.73647  O78 0.959
5 H -4.36864 -4.79408 5.06316  C44 1.092
6 H 4.22022 2.12442 -7.22666  C69 1.091
7 O -2.85967 -2.18890 -5.18407  C28 1.426, H46 0.959
8 H -2.39103 -6.34050 5.05692  C20 1.095
9 C 0.85611 0.30438 -2.69889  H21 1.085, C33 1.516, H35 1.093, H51 1.091
10 H -2.07642 -4.01180 -1.17556  C74 1.090
11 H -0.97970 -3.19743 0.90105  C81 1.094
12 H -0.80332 -4.69349 5.37725  O27 0.959
13 H 2.29613 0.17111 -0.56108  O37 0.959
14 H -2.63658 6.08551 4.02498  Si60 1.478
15 O 4.01007 5.99062 2.05770  H19 0.958, C32 1.426
16 H -2.78989 3.82940 3.33957  Si60 1.469
17 C 3.64221 1.81978 -5.16338  H41 1.090, O49 1.427, H58 1.095, C69 1.517
18 H 3.48095 4.89956 0.42048  C32 1.090
19 H 4.08481 6.91166 2.31181  O15 0.958
20 C -2.37528 -5.40826 4.48209  H8 1.095, O27 1.425, C44 1.518, H64 1.090
21 H 1.76926 0.87267 -2.84006  C9 1.085
22 H -0.43920 -0.32597 -1.09190  C33 1.091
23 H 4.25380 6.61524 -1.24639  C39 1.092
24 H 2.59045 6.41433 0.62742  C32 1.094
25 H 4.28763 0.28594 -4.15328  O49 0.960
26 H -3.21943 5.65127 1.76771  Si60 1.472
27 O -1.04806 -4.88967 4.47106  H12 0.959, C20 1.425
28 C -1.44123 -2.09046 -5.28988  O7 1.426, H29 1.090, H47 1.095, C54 1.517
29 H -1.04179 -2.09298 -4.27598  C28 1.090
30 H 0.47768 7.15869 2.31197  O75 0.956
31 H -2.59238 1.80850 4.93023  C59 1.090
32 C 3.57764 5.94819 0.69989  O15 1.426, H18 1.090, H24 1.094, C39 1.518
33 C 0.46746 0.26327 -1.23389  C9 1.516, H22 1.091, O37 1.431, H61 1.095
34 H 4.68647 7.70005 0.08870  C39 1.093
35 H 0.06352 0.75909 -3.29800  C9 1.093
36 H 1.50283 -3.33531 1.23915  C83 1.093
37 O 1.49795 -0.34808 -0.45071  H13 0.959, C33 1.431
38 H -1.41343 0.05498 -5.49927  C54 1.091
39 C 4.57397 6.65272 -0.20323  H23 1.092, C32 1.518, H34 1.093, H40 1.091
40 H 5.55790 6.18843 -0.12077  C39 1.091
41 H 2.69102 2.34485 -5.24823  C17 1.090
42 H -3.53728 -5.57916 -2.48130  C79 1.091
43 H -3.32809 -3.47410 4.49350  C44 1.091
44 C -3.34972 -4.40233 5.06678  H5 1.092, C20 1.518, H43 1.091, H63 1.093
45 O 0.25580 3.85062 1.62222  P66 1.664, H80 0.949
46 H -3.21787 -2.19902 -6.07320  O7 0.959
47 H -1.06084 -2.97614 -5.81042  C28 1.095
48 H 5.03004 0.75985 -6.43534  C69 1.093
49 O 3.45025 0.74662 -4.24195  C17 1.427, H25 0.960
50 H -1.19324 -3.00566 2.64940  C81 1.090
51 H 1.04589 -0.70324 -3.07257  C9 1.091
52 H -2.49717 -6.93305 -2.00027  C79 1.093
53 H 1.27547 -3.15280 2.97400  C83 1.091
54 C -1.03031 -0.82441 -6.01853  C28 1.517, H38 1.091, H72 1.093, H76 1.092
55 H -1.74512 -0.67973 3.37123  C68 1.091
56 H 0.26812 -1.25570 0.96518  O71 0.963
57 H -1.13570 -4.85861 -2.41346  C74 1.095
58 H 4.38222 2.51495 -4.75360  C17 1.095
59 C -2.14477 1.30629 4.07260  O2 1.427, H3 1.095, H31 1.090, C68 1.513
60 Si -2.39633 5.17061 2.88880  H14 1.478, H16 1.469, H26 1.472, P66 2.212
61 H 0.28264 1.27344 -0.85346  C33 1.095
62 H -3.42882 -6.07552 -0.78119  C79 1.091
63 H -3.07661 -4.15273 6.09520  C44 1.093
64 H -2.63893 -5.63903 3.45022  C20 1.090
65 H -0.40029 1.27931 3.22193  O2 0.962
66 P -0.22097 5.18808 2.48985  N1 1.582, O45 1.664, Si60 2.212, O75 1.668
67 H -1.67717 -0.51825 5.12063  C68 1.092
68 C -2.21703 -0.19726 4.22791  H55 1.091, C59 1.513, H67 1.092, H70 1.093
69 C 4.08629 1.30428 -6.51936  H6 1.091, C17 1.517, H48 1.093, H82 1.091
70 H -3.25202 -0.53942 4.30098  C68 1.093
71 O -0.32543 -1.41458 1.70620  H56 0.963, C81 1.429
72 H -1.44556 -0.80735 -7.02953  C54 1.093
73 H 1.11985 4.39993 4.00296  N1 1.011
74 C -1.70740 -4.98839 -1.48817  H10 1.090, H57 1.095, O78 1.426, C79 1.517
75 O 0.11058 6.58538 1.64088  H30 0.956, P66 1.668
76 H 0.05685 -0.74781 -6.08544  C54 1.092
77 H 0.66526 -4.60409 2.15583  C83 1.090
78 O -0.83362 -5.45723 -0.46277  H4 0.959, C74 1.426
79 C -2.86354 -5.94643 -1.70514  H42 1.091, H52 1.093, H62 1.091, C74 1.517
80 H 0.39909 3.13234 2.22531  O45 0.949
81 C -0.51161 -2.82696 1.81803  H11 1.094, H50 1.090, O71 1.429, C83 1.514
82 H 3.34822 0.60971 -6.92275  C69 1.091
83 C 0.80866 -3.52776 2.06145  H36 1.093, H53 1.091, H77 1.090, C81 1.514

Calculated values
* LUMO level: 0.44 eV
* SMILES: N=P(O)(O)[SiH3].CCO.CCO.CCO.CCO.CCO.CCO.CCO.CCO
* E_tot: -56597.4242 eV



[2]
# C16H56N18O12

A cluster of 12 separate species, C16H56N18O12 in total (ωB97M-V/def2-TZVPD, OMol25).

Last columns: bonded neighbours and bond lengths (Å).
Geometry (Å):
1 H 9.90540 4.20234 -5.20046  O76 0.960
2 C 5.60100 0.39829 -14.62504  C5 1.575, H71 1.090, H88 1.090, H93 1.090
3 N 5.97346 0.24580 -8.77002  H40 1.010, C63 1.287, H94 1.010
4 H 10.59616 -2.76450 -11.85796  N22 1.010
5 C 6.27562 1.70695 -14.06656  C2 1.575, H41 1.090, H50 1.090, O69 1.368
6 H 7.57660 -3.46247 -7.39952  N25 1.010
7 N 9.44843 -1.32872 -8.01942  C28 1.295, H29 1.010, H31 1.010
8 O 7.45090 -1.38323 -7.03361  C28 1.213
9 H 0.67170 3.29658 -10.30502  N43 1.010
10 H 8.70196 -1.58115 -5.03803  N99 1.010
11 H 8.25747 -0.76442 -12.65668  N18 1.010
12 N 6.14358 -1.07984 -4.59765  C24 1.326, H52 1.010, H73 1.010
13 H 3.24775 -2.56491 -10.23103  C85 1.090
14 N 4.37239 4.01766 -6.82064  C26 1.254, H36 1.010, H68 1.010
15 O 3.71846 6.03745 -7.16936  C26 1.227
16 N 5.26516 -2.87405 -7.11715  H66 1.010, H82 1.010, C87 1.297
17 N 1.79304 0.70909 -11.33697  H48 1.010, H64 1.010, C83 1.292
18 N 9.10531 -1.27115 -12.44574  H11 1.010, H74 1.010, C78 1.260
19 N 6.63671 3.74733 -10.01068  H55 1.010, C57 1.263, H95 1.010
20 C 4.41520 -3.32631 -11.82396  H45 1.090, H51 1.090, O60 1.408, C85 1.564
21 H 3.27016 -4.24076 -13.13422  O60 0.960
22 N 10.05494 -2.53257 -11.03735  H4 1.010, H27 1.010, C78 1.311
23 H 10.27898 -1.32991 -5.87855  N99 1.010
24 C 6.48515 -1.99975 -3.70551  N12 1.326, O58 1.192, N59 1.387
25 N 6.97361 -4.15961 -6.98663  H6 1.010, H86 1.010, C87 1.284
26 C 3.74745 4.85882 -7.50964  N14 1.254, O15 1.227, N96 1.300
27 H 10.07757 -3.07372 -10.18485  N22 1.010
28 C 8.66205 -1.44415 -6.99729  N7 1.295, O8 1.213, N99 1.301
29 H 8.97687 -1.28442 -8.91148  N7 1.010
30 C 7.60537 4.07011 -6.07124  C42 1.520, H61 1.090, H79 1.090, H102 1.090
31 H 10.45213 -1.36983 -7.91453  N7 1.010
32 O 3.79636 6.08700 -14.40172  C46 1.222
33 C 8.90860 1.86012 -5.63386  H37 1.090, C42 1.540, H49 1.090, H89 1.090
34 H 5.75450 -2.53802 -1.86834  N59 1.010
35 O 4.18828 1.52460 -8.74882  C63 1.203
36 H 4.63271 4.28364 -5.88171  N14 1.010
37 H 9.86374 1.38491 -5.85746  C33 1.090
38 H 5.06711 -2.38281 -10.05984  C85 1.090
39 O 2.83554 2.66838 -11.52811  C83 1.228
40 H 6.10016 0.24837 -7.76800  N3 1.010
41 H 6.75282 2.24687 -14.88441  C5 1.090
42 C 8.74237 3.14264 -6.46971  C30 1.520, C33 1.540, O76 1.436, H80 1.090
43 N 0.68839 2.46134 -10.87264  H9 1.010, C83 1.304, H91 1.010
44 H 4.24138 -4.05336 -9.90666  C85 1.090
45 H 5.36020 -3.80048 -12.08901  C20 1.090
46 C 3.81122 5.00755 -13.82839  O32 1.222, N75 1.339, N98 1.279
47 H 2.51915 3.87949 -14.94258  N75 1.010
48 H 0.82651 0.41790 -11.30370  N17 1.010
49 H 8.80244 2.08946 -4.57357  C33 1.090
50 H 5.54534 2.34562 -13.56968  C5 1.090
51 H 4.28651 -2.42875 -12.42887  C20 1.090
52 H 5.20260 -0.74211 -4.45418  N12 1.010
53 N 5.03670 0.68744 -10.60328  H54 1.010, C63 1.274, H70 1.010
54 H 4.39982 1.29192 -11.10237  N53 1.010
55 H 6.41210 2.78331 -10.21148  N19 1.010
56 H 4.68865 -1.46485 -2.81597  N59 1.010
57 C 7.25769 4.35378 -10.92860  N19 1.263, N90 1.305, O92 1.204
58 O 7.45601 -2.68688 -3.77906  C24 1.192
59 N 5.52704 -2.01658 -2.70289  C24 1.387, H34 1.010, H56 1.010
60 O 3.40794 -4.24241 -12.18417  C20 1.408, H21 0.960
61 H 7.46676 4.99679 -6.62813  C30 1.090
62 H 7.61385 2.13612 -12.75961  O69 0.960
63 C 4.99586 0.85789 -9.34091  N3 1.287, O35 1.203, N53 1.274
64 H 2.61496 0.24860 -11.70100  N17 1.010
65 O 4.98333 -5.06174 -6.65705  C87 1.239
66 H 4.32915 -2.55595 -6.91023  N16 1.010
67 H 2.98210 3.20834 -13.38852  N75 1.010
68 H 4.33335 3.03679 -7.05828  N14 1.010
69 O 7.15702 1.35564 -13.08173  C5 1.368, H62 0.960
70 H 5.73183 0.06543 -10.99058  N53 1.010
71 H 4.84117 0.61092 -15.37707  C2 1.090
72 H 5.09952 5.58155 -12.37992  N98 1.010
73 H 6.70047 -1.09067 -5.44018  N12 1.010
74 H 9.89748 -1.36067 -13.06585  N18 1.010
75 N 3.05062 3.93602 -14.08558  C46 1.339, H47 1.010, H67 1.010
76 O 9.94514 3.82529 -6.08242  H1 0.960, C42 1.436
77 H 3.10362 3.30296 -8.68380  N96 1.010
78 C 8.97412 -1.85273 -11.33546  N18 1.260, N22 1.311, O100 1.237
79 H 6.70636 3.45395 -6.05560  C30 1.090
80 H 8.82413 2.90532 -7.53041  C42 1.090
81 H 8.27907 6.08352 -10.97557  N90 1.010
82 H 5.91300 -2.12646 -7.32092  N16 1.010
83 C 1.83076 2.00039 -11.29904  N17 1.292, O39 1.228, N43 1.304
84 H 7.15933 5.79477 -9.60616  N90 1.010
85 C 4.22816 -3.03641 -10.29874  H13 1.090, C20 1.564, H38 1.090, H44 1.090
86 H 7.49472 -4.87967 -6.50697  N25 1.010
87 C 5.69322 -4.08460 -6.93189  N16 1.297, N25 1.284, O65 1.239
88 H 5.14319 -0.21898 -13.85206  C2 1.090
89 H 8.05697 1.20670 -5.82330  C33 1.090
90 N 7.62244 5.51575 -10.45926  C57 1.305, H81 1.010, H84 1.010
91 H -0.00820 1.73592 -10.77980  N43 1.010
92 O 7.51922 3.83785 -11.98420  C57 1.204
93 H 6.49554 -0.01747 -15.08877  C2 1.090
94 H 6.44067 -0.41286 -9.37663  N3 1.010
95 H 6.16096 4.31995 -9.32813  N19 1.010
96 N 3.08414 4.29046 -8.47266  C26 1.300, H77 1.010, H101 1.010
97 H 4.53478 3.91414 -12.45210  N98 1.010
98 N 4.46651 4.88053 -12.73764  C46 1.279, H72 1.010, H97 1.010
99 N 9.28710 -1.51937 -5.85893  H10 1.010, H23 1.010, C28 1.301
100 O 8.00956 -1.65666 -10.58612  C78 1.237
101 H 2.65012 4.95724 -9.09485  N96 1.010
102 H 7.78597 4.43369 -5.05966  C30 1.090

Calculated values
* LUMO level: -0.04 eV
* energy relative to the best compared isomer or geometry (same formula, charge and spin): 0.000 eV
* SMILES: NC(N)=O.NC(N)=O.NC(N)=O.NC(N)=O.NC(N)=O.NC(N)=O.NC(N)=O.NC(N)=O.NC(N)=O.CC(C)O.CCO.CCO
* E_tot: -68896.6104 eV